C18H42BF4N4O5 | ωB97M-V/def2-TZVPD

Output
- Relative energy (zero: lowest compared OMol25 entry of this formula, charge and spin): 107.7 kJ/mol
- Charge: -1
- HOMO: -7.4 eV
- E_tot: -47091.531 eV

Last column: Mulliken charge in e.
Geometry (Å):
B (80.743, 70.423, 67.566)  0.32
F (80.796, 69.374, 68.539)  -0.32
F (79.505, 70.380, 66.849)  -0.09
F (80.735, 71.572, 68.435)  -0.60
F (81.857, 70.421, 66.770)  0.26
C (77.444, 68.277, 69.000)  0.45
C (76.061, 67.962, 68.914)  0.12
N (74.806, 67.662, 68.902)  -0.52
H (77.600, 69.384, 69.325)  -0.15
H (78.041, 67.646, 69.659)  0.17
H (78.113, 68.310, 68.136)  -0.18
C (83.694, 68.052, 68.148)  0.19
C (84.924, 68.669, 67.785)  0.23
N (85.938, 69.079, 67.471)  -0.52
H (83.041, 67.916, 67.241)  -0.05
H (83.933, 66.986, 68.435)  0.37
H (83.083, 68.595, 68.769)  -0.24
C (81.325, 67.242, 71.283)  0.17
C (82.246, 66.029, 71.069)  0.18
N (82.947, 65.060, 71.020)  -0.47
H (80.366, 67.099, 70.709)  -0.06
H (81.216, 67.446, 72.367)  0.39
H (81.766, 68.037, 70.867)  -0.18
C (80.217, 67.156, 65.989)  0.31
C (80.301, 65.714, 65.586)  -0.01
N (80.195, 64.547, 65.187)  -0.50
H (80.929, 67.452, 65.218)  0.16
H (79.228, 67.588, 65.827)  0.17
H (80.684, 67.322, 67.014)  -0.18
C (75.439, 70.929, 64.627)  -1.10
C (76.486, 70.518, 65.825)  0.39
O (77.453, 69.878, 65.203)  -0.55
H (74.566, 71.481, 65.114)  0.34
H (75.075, 69.954, 63.975)  0.22
H (75.749, 71.778, 63.935)  0.32
H (75.868, 69.716, 66.555)  -0.06
H (76.732, 71.504, 66.426)  0.00
H (78.274, 69.868, 65.645)  0.54
C (81.653, 71.764, 73.009)  -1.24
C (81.346, 71.621, 71.550)  0.61
O (80.662, 70.449, 71.304)  -0.52
H (82.470, 70.952, 73.592)  0.23
H (80.721, 71.609, 73.685)  0.28
H (82.154, 72.787, 73.091)  0.33
H (82.260, 71.874, 70.954)  0.09
H (80.578, 72.406, 71.470)  0.03
H (80.377, 70.426, 70.395)  0.03
C (76.786, 71.962, 70.442)  -0.66
C (77.300, 72.926, 69.446)  -0.23
O (77.832, 72.358, 68.252)  -0.41
H (76.015, 72.304, 71.143)  0.37
H (77.646, 71.637, 71.037)  0.08
H (76.419, 70.954, 70.026)  0.01
H (78.144, 73.411, 69.925)  0.27
H (76.606, 73.619, 69.062)  0.39
H (78.780, 72.175, 68.469)  0.12
C (85.629, 73.049, 68.085)  -1.38
C (84.183, 72.484, 67.749)  0.11
O (83.536, 72.177, 68.973)  -0.47
H (86.240, 73.013, 67.137)  0.33
H (85.820, 72.561, 68.974)  0.42
H (85.387, 74.236, 68.370)  0.23
H (84.688, 71.615, 67.483)  -0.06
H (83.739, 72.978, 66.872)  0.42
H (82.562, 71.855, 68.938)  0.18
C (84.695, 71.467, 63.097)  -1.04
C (83.967, 71.295, 64.343)  0.32
O (83.595, 70.006, 64.640)  -0.56
H (84.076, 70.854, 62.304)  0.27
H (85.734, 71.085, 63.141)  0.29
H (84.687, 72.662, 63.174)  0.27
H (82.978, 71.813, 64.029)  0.16
H (84.602, 71.925, 65.062)  -0.11
H (83.306, 70.061, 65.606)  0.26

***

C24H32BrN3O4 | ωB97M-V/def2-TZVPD

Output
- Relative energy (zero: lowest compared OMol25 entry of this formula, charge and spin): 0.0 kJ/mol
- Charge: 0
- HOMO: -7.8 eV
- E_tot: -108110.293 eV
- SMILES: COc1cc(/C=N/NC(=O)C[C@]23C[C@H]4C[C@H](C[C@H](C4)C2)C3)cc(Br)c1OCC(=O)N(C)C

Last column: natural (NBO) charge in e.
Geometry (Å):
C (-5.678, -2.513, 0.933)  -0.25
O (-5.452, -1.134, 1.099)  -0.53
C (-4.185, -0.653, 0.880)  0.32
C (-3.067, -1.465, 0.796)  -0.28
C (-1.786, -0.938, 0.617)  -0.09
C (-0.646, -1.821, 0.540)  0.06
N (0.535, -1.365, 0.404)  -0.23
N (1.572, -2.202, 0.332)  -0.44
C (2.871, -1.777, 0.187)  0.70
O (3.753, -2.603, 0.130)  -0.61
C (2.999, -0.277, 0.120)  -0.51
C (4.426, 0.276, -0.011)  -0.01
C (5.284, -0.142, 1.187)  -0.43
C (6.686, 0.450, 1.055)  -0.20
C (7.334, -0.058, -0.232)  -0.40
C (6.489, 0.374, -1.428)  -0.22
C (6.402, 1.899, -1.469)  -0.40
C (5.752, 2.400, -0.181)  -0.22
C (6.600, 1.975, 1.017)  -0.40
C (4.350, 1.808, -0.052)  -0.40
C (5.087, -0.218, -1.301)  -0.42
C (-1.629, 0.442, 0.518)  -0.22
C (-2.745, 1.242, 0.577)  -0.09
Br (-2.572, 3.117, 0.426)  0.07
C (-4.037, 0.741, 0.744)  0.24
O (-5.013, 1.677, 0.808)  -0.47
C (-6.349, 1.341, 0.537)  -0.16
C (-6.474, 0.529, -0.754)  0.67
O (-5.518, 0.335, -1.478)  -0.63
N (-7.709, 0.051, -1.021)  -0.44
C (-8.854, 0.259, -0.167)  -0.41
C (-7.903, -0.783, -2.186)  -0.42
H (-5.194, -3.099, 1.721)  0.18
H (-5.336, -2.856, -0.047)  0.19
H (-6.757, -2.645, 1.007)  0.20
H (-3.174, -2.535, 0.882)  0.21
H (-0.843, -2.899, 0.603)  0.15
H (1.421, -3.214, 0.383)  0.37
H (2.527, 0.126, 1.019)  0.24
H (2.394, 0.057, -0.727)  0.24
H (5.347, -1.230, 1.227)  0.23
H (4.820, 0.207, 2.113)  0.20
H (7.291, 0.141, 1.915)  0.21
H (7.405, -1.148, -0.204)  0.21
H (8.346, 0.344, -0.324)  0.20
H (6.952, 0.010, -2.353)  0.21
H (7.402, 2.327, -1.573)  0.20
H (5.811, 2.216, -2.332)  0.20
H (5.681, 3.494, -0.209)  0.21
H (7.601, 2.404, 0.936)  0.20
H (6.150, 2.346, 1.941)  0.20
H (3.877, 2.180, 0.861)  0.20
H (3.737, 2.126, -0.898)  0.20
H (5.147, -1.307, -1.285)  0.23
H (4.481, 0.077, -2.162)  0.20
H (-0.646, 0.862, 0.382)  0.24
H (-6.856, 2.305, 0.423)  0.21
H (-6.791, 0.793, 1.376)  0.21
H (-9.746, -0.064, -0.699)  0.22
H (-8.775, -0.319, 0.759)  0.20
H (-8.970, 1.313, 0.089)  0.21
H (-8.237, -1.781, -1.892)  0.19
H (-8.643, -0.338, -2.854)  0.20
H (-6.950, -0.859, -2.706)  0.25

***

H4N3P | ωB97M-V/def2-TZVPD

Output
- Relative energy (zero: lowest compared OMol25 entry of this formula, charge and spin): 184.3 kJ/mol
- Charge: 0
- HOMO (spin up / spin down): -8.6 / -7.8 eV
- E_tot: -13820.328 eV

Last column: natural (NBO) charge in e.
Geometry (Å):
N (-2.810, 0.640, -0.120)  0.00
N (-1.872, 0.033, 0.214)  -0.34
N (1.666, 0.443, 0.056)  -1.12
P (0.869, -1.038, -0.228)  0.46
H (-2.013, -0.617, 1.028)  0.34
H (1.665, -1.414, -1.459)  -0.08
H (1.251, 0.737, 0.927)  0.36
H (1.245, 1.217, -0.418)  0.38

***

C2H5N5S | ωB97M-V/def2-TZVPD

Output
- Relative energy (zero: lowest compared OMol25 entry of this formula, charge and spin): 0.0 kJ/mol
- Charge: 0
- HOMO: -8.6 eV
- E_tot: -20439.608 eV
- SMILES: Nc1nnc(S)n1N

Last column: natural (NBO) charge in e.
Geometry (Å):
N (2.178, -1.581, -0.401)  -0.84
C (1.145, -0.675, -0.640)  0.44
N (0.627, -0.293, -1.780)  -0.32
N (-0.499, 0.443, -1.484)  -0.30
C (-0.639, 0.466, -0.204)  0.18
S (-1.925, 1.283, 0.693)  0.04
N (0.387, -0.202, 0.400)  -0.25
N (0.464, -0.534, 1.757)  -0.63
H (2.410, -2.035, -1.287)  0.40
H (2.988, -1.139, -0.016)  0.38
H (-1.667, 0.619, 1.847)  0.15
H (1.251, -0.015, 2.157)  0.36
H (0.685, -1.527, 1.833)  0.38

***

C6H10 | ωB97M-V/def2-TZVPD

Output
- Relative energy (zero: lowest compared OMol25 entry of this formula, charge and spin): 235.4 kJ/mol
- Charge: 0
- HOMO: -8.5 eV
- E_tot: -6381.420 eV
- SMILES: C[C@@H]1C=CCC1

Last column: natural (NBO) charge in e.
Geometry (Å):
C (-2.172, -0.250, 0.644)  -0.62
C (-0.765, -0.261, -0.141)  -0.25
C (0.302, -0.852, 0.690)  -0.21
C (1.553, -0.453, 0.446)  -0.18
C (1.707, 0.836, -0.312)  -0.47
C (0.444, 0.776, -1.153)  -0.35
H (-2.089, -0.642, 1.676)  0.21
H (-2.906, -0.937, 0.180)  0.21
H (-2.683, 0.706, 0.739)  0.21
H (-0.975, -0.808, -1.044)  0.21
H (0.088, -1.514, 1.526)  0.21
H (2.407, -1.052, 0.729)  0.20
H (1.722, 1.695, 0.376)  0.21
H (2.681, 0.869, -0.829)  0.22
H (0.716, 0.191, -2.056)  0.20
H (-0.029, 1.694, -1.472)  0.20

***

C28H21N4PdS | ωB97M-V/def2-TZVPD

Output
- Relative energy (zero: lowest compared OMol25 entry of this formula, charge and spin): 57.4 kJ/mol
- Charge: -1
- HOMO (spin up / spin down): -2.6 / -4.5 eV
- E_tot: -49652.110 eV
- Multiplicity: 3

Last column: Mulliken spin population.
Geometry (Å):
Pd (-1.888, 1.349, -0.815)  0.05
N (-0.700, 4.772, -3.210)  0.02
C (-0.932, 3.548, -2.584)  0.11
S (-2.000, 3.596, -1.193)  0.01
N (-0.381, 2.505, -3.108)  -0.06
N (-0.728, 1.352, -2.433)  0.30
C (-0.204, 0.176, -2.792)  0.19
C (0.794, 0.051, -3.878)  -0.05
C (0.578, -0.822, -4.939)  0.02
C (1.520, -0.968, -5.950)  -0.01
C (2.694, -0.232, -5.914)  0.01
C (2.917, 0.650, -4.862)  -0.01
C (1.977, 0.791, -3.856)  0.01
C (-0.641, -0.934, -2.031)  0.12
C (-0.164, -2.264, -2.164)  0.04
C (-0.689, -3.260, -1.393)  0.03
C (-1.706, -2.970, -0.456)  0.15
C (-2.098, -1.661, -0.326)  -0.07
N (-1.594, -0.664, -1.065)  0.14
H (-0.724, 5.558, -2.580)  0.00
H (0.115, 4.753, -3.804)  0.00
H (-0.345, -1.388, -4.975)  0.00
H (1.331, -1.651, -6.769)  0.00
H (3.430, -0.340, -6.701)  0.00
H (3.831, 1.231, -4.828)  0.00
H (2.146, 1.483, -3.043)  -0.01
H (0.629, -2.472, -2.869)  0.02
H (-0.309, -4.270, -1.494)  0.00
H (-2.141, -3.729, 0.177)  0.01
H (-2.827, -1.351, 0.410)  -0.01
C (-2.566, 1.168, 1.140)  0.49
C (-1.817, 0.784, 2.058)  -0.19
C (-0.885, 0.314, 2.950)  0.20
C (0.253, 1.174, 3.311)  0.07
C (0.898, 1.081, 4.549)  0.08
C (1.949, 1.926, 4.869)  -0.04
C (2.378, 2.884, 3.957)  0.08
C (1.735, 2.995, 2.732)  -0.04
C (0.680, 2.155, 2.410)  0.08
C (-1.008, -1.074, 3.434)  0.03
C (0.103, -1.846, 3.787)  0.09
C (-0.040, -3.171, 4.172)  -0.04
C (-1.296, -3.759, 4.220)  0.09
C (-2.409, -3.005, 3.865)  -0.05
C (-2.267, -1.686, 3.474)  0.08
H (0.556, 0.354, 5.274)  0.00
H (2.428, 1.842, 5.837)  0.00
H (3.201, 3.543, 4.204)  0.01
H (2.050, 3.741, 2.013)  0.00
H (0.172, 2.252, 1.456)  0.01
H (1.093, -1.415, 3.722)  0.00
H (0.842, -3.749, 4.422)  0.00
H (-1.407, -4.794, 4.520)  0.01
H (-3.397, -3.449, 3.888)  0.00
H (-3.133, -1.103, 3.183)  0.01

***

C20H58IN5O5Si2 | ωB97M-V/def2-TZVPD

Output
- Charge: 0
- HOMO: -9.1 eV
- E_tot: -63225.871 eV

Last column: Mulliken charge in e.
Geometry (Å):
C (-2.558, -6.426, 1.168)  -1.08
C (-2.335, -5.121, 1.912)  -0.11
C (-1.246, -5.134, 2.975)  -0.82
C (0.189, -4.982, 2.491)  -0.43
N (0.692, -6.069, 1.638)  -0.21
Si (1.300, -5.730, 0.052)  0.26
O (1.540, -4.103, -0.222)  -0.07
Si (0.351, -3.307, -1.044)  0.38
I (0.171, -1.084, -0.048)  -0.03
H (-1.754, -6.630, 0.473)  0.12
H (-3.461, -6.384, 0.574)  0.37
H (-2.607, -7.252, 1.866)  0.34
H (-2.184, -4.299, 1.224)  0.15
H (-3.266, -4.898, 2.425)  0.32
H (-1.323, -6.007, 3.617)  0.35
H (-1.421, -4.269, 3.606)  0.33
H (0.277, -4.006, 2.023)  0.20
H (0.810, -4.940, 3.382)  0.26
H (0.099, -6.885, 1.677)  0.33
H (2.589, -6.417, -0.130)  -0.17
H (0.372, -6.235, -0.994)  -0.13
H (-0.948, -3.976, -0.863)  -0.11
H (0.641, -3.255, -2.485)  -0.17
C (2.579, 1.889, 4.684)  -1.46
C (2.278, 1.246, 3.334)  0.44
C (2.908, 1.964, 2.134)  -0.71
O (2.269, 3.168, 1.756)  -0.26
C (2.609, 4.311, 2.517)  -0.60
N (0.828, 1.094, 3.188)  -0.64
H (1.960, 2.767, 4.865)  0.29
H (2.372, 1.183, 5.487)  0.36
H (3.627, 2.187, 4.758)  0.35
H (2.713, 0.242, 3.349)  0.39
H (2.815, 1.309, 1.264)  0.27
H (3.981, 2.139, 2.294)  0.39
H (3.661, 4.304, 2.816)  0.35
H (1.975, 4.402, 3.402)  0.24
H (2.433, 5.184, 1.890)  0.15
H (0.637, 0.552, 2.350)  0.04
H (0.441, 2.014, 2.991)  0.33
C (4.320, -8.361, -3.157)  -1.64
C (3.530, -7.056, -3.172)  0.82
C (3.126, -6.577, -4.573)  -0.74
O (4.169, -6.012, -5.341)  -0.40
C (5.016, -6.938, -5.994)  -0.64
N (4.276, -6.039, -2.426)  -0.62
H (5.366, -8.208, -3.422)  0.31
H (4.306, -8.792, -2.157)  0.37
H (3.895, -9.093, -3.847)  0.36
H (2.596, -7.239, -2.632)  0.14
H (2.394, -5.773, -4.454)  0.27
H (2.634, -7.381, -5.138)  0.45
H (4.460, -7.814, -6.339)  0.30
H (5.838, -7.257, -5.349)  0.22
H (5.444, -6.434, -6.859)  0.27
H (3.695, -5.212, -2.317)  0.21
H (5.050, -5.730, -3.008)  0.32
C (-0.915, 6.247, -1.833)  -0.95
C (-0.201, 7.535, -1.438)  0.26
C (0.797, 7.363, -0.285)  -0.63
O (0.209, 7.218, 0.994)  -0.43
C (-0.275, 5.921, 1.294)  -0.28
N (-1.201, 8.570, -1.158)  -0.69
H (-1.721, 5.996, -1.146)  -0.08
H (-1.365, 6.360, -2.820)  0.39
H (-0.223, 5.403, -1.873)  0.34
H (0.382, 7.866, -2.302)  0.40
H (1.401, 8.271, -0.220)  0.37
H (1.485, 6.528, -0.482)  0.32
H (0.359, 5.144, 0.859)  0.25
H (-1.303, 5.787, 0.950)  -0.12
H (-0.268, 5.811, 2.379)  0.30
H (-0.734, 9.462, -1.020)  0.27
H (-1.622, 8.359, -0.257)  0.30
C (-6.945, 4.467, 0.305)  -1.45
C (-5.627, 4.447, 1.074)  0.33
C (-4.567, 5.415, 0.533)  -0.66
O (-3.934, 5.007, -0.664)  -0.32
C (-4.662, 5.254, -1.852)  -0.80
N (-5.138, 3.067, 1.148)  -0.74
H (-6.883, 3.903, -0.625)  0.29
H (-7.731, 4.007, 0.904)  0.36
H (-7.253, 5.487, 0.069)  0.34
H (-5.844, 4.773, 2.095)  0.41
H (-3.764, 5.477, 1.273)  0.28
H (-4.976, 6.428, 0.416)  0.43
H (-5.229, 6.187, -1.786)  0.37
H (-5.338, 4.429, -2.088)  0.26
H (-3.941, 5.341, -2.664)  0.25
H (-4.338, 3.024, 1.772)  0.27
H (-4.765, 2.819, 0.235)  0.33

***

| no. | largest force on an atom (hartree/bohr) |
| --- | --- |
| 1 | 0.2340 |
| 2 | 0.0241 |
| 3 | 0.0456 |
| 4 | 0.0184 |
| 5 | 0.0236 |
| 6 | 0.0173 |
| 7 | 0.0231 |